No. 1
{"formula": "C22H23BrMgN6OS6", "method": "ωB97M-V with the def2-TZVPD basis set", "elements": ["Mg", "N", "C", "S", "N", "N", "C", "C", "C", "C", "C", "C", "N", "H", "H", "H", "H", "H", "H", "H", "S", "C", "S", "C", "C", "S", "S", "S", "Br", "C", "C", "C", "C", "C", "C", "H", "H", "H", "H", "C", "N", "C", "C", "C", "N", "C", "C", "O", "H", "H", "H", "H", "H", "H", "H", "H", "H", "H", "H", "H"], "xyz": [[-0.4466, -0.3889, -1.0101], [-3.1225, -4.1738, -2.0550], [-2.2622, -3.1704, -1.9065], [-2.8452, -1.6914, -1.2631], [-1.0405, -3.3207, -2.4156], [-0.3080, -2.1592, -2.4498], [0.7800, -1.9867, -3.1871], [1.2632, -0.6191, -3.4093], [2.2699, -0.2575, -4.3248], [2.3951, 1.0959, -4.6240], [1.5966, 2.0640, -4.0218], [0.6682, 1.6461, -3.0756], [0.5736, 0.3240, -2.7490], [-4.0438, -4.1055, -1.6237], [-2.7618, -5.0897, -2.3313], [1.2783, -2.8562, -3.6103], [2.9830, -0.9784, -4.7024], [3.1357, 1.4856, -5.3291], [1.7367, 3.1248, -4.2269], [-0.0078, 2.3405, -2.5559], [-3.0870, 7.4067, -1.8127], [-2.3989, 5.9074, -1.8775], [-2.0853, 5.2792, -3.4701], [-2.0699, 3.5334, -3.0591], [-1.9631, 3.2700, -1.5826], [-2.0060, 1.7689, -0.7659], [-2.0990, 4.7526, -0.6332], [-2.0753, 2.4411, -4.3262], [5.6301, -1.1186, 2.6505], [4.1512, -1.0737, 1.4756], [4.1806, -0.2567, 0.3493], [3.0553, -0.1770, -0.4651], [1.8587, -0.7461, -0.0717], [1.8536, -1.6663, 0.9242], [3.0183, -1.8427, 1.7533], [5.1102, 0.3073, 0.2035], [3.0900, 0.4529, -1.3431], [0.9303, -2.1864, 1.1769], [2.9894, -2.5331, 2.6084], [0.6009, 1.6349, 2.1474], [-0.3352, 0.7617, 2.9092], [-0.4749, 0.9993, 4.3366], [-0.7708, -0.3178, 5.0372], [-1.9488, -1.0156, 4.4177], [-1.6201, -1.2168, 3.0029], [-2.2169, -2.3670, 2.2608], [-0.9068, -0.3126, 2.2875], [-0.7226, -0.5139, 1.0080], [1.6431, 1.3184, 2.2385], [0.5289, 2.7039, 2.5577], [0.2768, 1.6742, 1.0947], [-1.2274, 1.7831, 4.5453], [0.4645, 1.4099, 4.7185], [-0.9994, -0.0828, 6.0574], [0.0678, -1.0110, 5.0532], [-2.8689, -0.3934, 4.4180], [-2.2158, -1.9963, 4.7926], [-1.4586, -3.0616, 1.9254], [-2.7925, -1.9866, 1.4127], [-2.9486, -2.8120, 2.9156]], "energy_ha": -6419.24147, "total_charge": -2, "orbital_gap_ev": 4.0}

***

No. 2
{"formula": "C22H23CaClN2O4", "method": "ωB97M-V with the def2-TZVPD basis set", "elements": ["Ca", "C", "N", "C", "C", "C", "C", "C", "N", "C", "C", "C", "C", "C", "C", "H", "H", "H", "H", "H", "H", "H", "H", "H", "H", "H", "O", "Cl", "O", "O", "O", "C", "C", "C", "C", "C", "C", "C", "C", "C", "C", "H", "H", "H", "H", "H", "H", "H", "H", "H", "H", "H", "H"], "xyz": [[-0.7584, 0.3741, -1.1802], [2.7312, 1.0341, -0.1162], [1.4196, 1.5708, -0.4506], [1.3055, 2.8488, -0.4841], [0.0907, 3.5364, -0.7805], [-0.1164, 4.9208, -0.8528], [-1.4556, 5.0830, -1.2205], [-1.9740, 3.7854, -1.3547], [-1.0514, 2.8522, -1.0903], [2.8364, 0.7030, 1.3541], [3.6448, 1.4479, 2.2051], [3.7149, 1.1524, 3.5620], [2.9657, 0.1058, 4.0795], [2.1518, -0.6399, 3.2340], [2.0879, -0.3476, 1.8807], [3.5254, 1.7470, -0.3823], [2.8729, 0.1207, -0.6976], [2.1817, 3.4843, -0.2879], [0.6202, 5.6895, -0.6616], [-1.9873, 6.0093, -1.3837], [-2.9703, 3.4944, -1.6574], [4.2220, 2.2735, 1.8011], [4.3481, 1.7442, 4.2137], [3.0118, -0.1239, 5.1380], [1.5536, -1.4550, 3.6235], [1.4542, -0.9397, 1.2287], [-2.8922, -0.2473, -4.7029], [-2.4295, 0.8160, -3.8572], [-2.8274, 2.0852, -4.3938], [-0.9774, 0.7569, -3.7364], [-2.9654, 0.6535, -2.5108], [-2.1059, -3.1666, 2.0604], [-2.1494, -2.3250, 0.8012], [-3.5418, -2.3181, 0.2003], [-1.3269, -1.0589, 0.7312], [-0.9594, -2.3490, -0.1098], [0.3000, -3.0868, 0.2011], [1.3878, -2.7788, -0.5508], [1.2661, -1.9862, -1.7438], [-0.0205, -2.0082, -2.3495], [-1.1368, -2.2727, -1.6012], [-2.8002, -2.7583, 2.8062], [-1.1098, -3.1691, 2.5037], [-2.4004, -4.2085, 1.8719], [-4.2594, -1.9488, 0.9439], [-3.8623, -3.3232, -0.1081], [-3.5976, -1.6564, -0.6625], [-0.6710, -1.0323, 1.6152], [0.3651, -3.7971, 1.0204], [2.3614, -3.1953, -0.2916], [2.1408, -1.8164, -2.3633], [-0.1161, -1.8355, -3.4196], [-2.0971, -2.4448, -2.0741]], "e_above_lowest_ev": 0.000, "energy_ha": -2400.18100, "total_charge": -2, "orbital_gap_ev": 4.4}

***

No. 3
{"formula": "C22H23Cl28NO4P", "method": "ωB97M-V with the def2-TZVPD basis set", "elements": ["C", "C", "P", "C", "N", "C", "C", "C", "C", "O", "O", "C", "C", "C", "C", "C", "O", "C", "C", "O", "C", "H", "H", "H", "H", "H", "H", "H", "H", "H", "H", "H", "H", "H", "H", "H", "H", "H", "H", "H", "H", "H", "H", "H", "C", "Cl", "Cl", "Cl", "Cl", "C", "Cl", "Cl", "Cl", "Cl", "C", "Cl", "Cl", "Cl", "Cl", "C", "Cl", "Cl", "Cl", "Cl", "C", "Cl", "Cl", "Cl", "Cl", "C", "Cl", "Cl", "Cl", "Cl", "C", "Cl", "Cl", "Cl", "Cl"], "xyz": [[3.1768, -0.5336, 1.7928], [2.8199, 0.2491, 0.4614], [2.2876, 2.0266, 0.7765], [2.5727, 2.9052, -0.8633], [0.5459, 2.0911, 1.2109], [0.0700, 1.3962, 2.3123], [-1.3140, 1.4301, 2.7466], [-2.3087, 2.2247, 1.9805], [-3.7894, 2.2336, 2.4172], [-4.5787, 3.1081, 2.2171], [-4.2046, 1.1124, 3.1634], [-1.7823, 2.9397, 0.7948], [-2.7005, 3.7751, -0.1391], [-2.4873, 3.5013, -1.6831], [-2.2735, 1.9837, -2.0608], [-3.2232, 0.9704, -1.3126], [-2.3574, 0.0374, -0.5678], [-2.1090, -1.1213, -1.3130], [-1.0686, -1.2344, -2.4702], [-2.7268, -2.1105, -1.0093], [-0.3582, 2.8402, 0.4698], [2.7663, -1.5802, 1.7464], [2.8070, 0.0140, 2.7075], [4.2858, -0.6330, 1.9272], [3.7795, 0.3200, -0.1359], [2.1041, -0.3104, -0.2132], [2.2432, 3.9758, -0.7267], [1.9309, 2.4636, -1.6851], [3.6517, 2.9316, -1.1519], [0.7915, 0.7713, 2.9160], [-1.6849, 0.8582, 3.6339], [-4.7284, 0.5134, 2.5982], [-2.4340, 4.8616, 0.0357], [-3.7921, 3.6938, 0.0816], [-3.2983, 3.9893, -2.2964], [-1.5373, 4.0417, -1.9825], [-2.5188, 1.8932, -3.1622], [-1.1979, 1.6899, -1.9537], [-3.8942, 1.4347, -0.5466], [-3.8638, 0.3431, -1.9849], [-1.3359, -0.5929, -3.3527], [-1.0983, -2.2974, -2.8445], [-0.0068, -1.0452, -2.1569], [-0.0124, 3.4090, -0.4246], [-3.5917, 1.5258, -6.4165], [-5.2696, 2.0882, -6.4640], [-3.3851, 0.3999, -5.0577], [-3.2000, 0.6989, -7.9310], [-2.5072, 2.9128, -6.1995], [-4.8133, -4.5041, -3.0060], [-5.4727, -5.5776, -4.2511], [-4.1324, -3.0571, -3.7750], [-6.1056, -4.0262, -1.8915], [-3.5408, -5.3501, -2.1088], [-1.0002, -2.3528, 4.8743], [-0.6849, -3.5731, 3.6318], [-0.9354, -3.1059, 6.4757], [0.2323, -1.0747, 4.7679], [-2.6072, -1.6457, 4.6173], [1.9963, -5.9288, 1.7128], [2.7791, -7.0984, 0.6392], [1.9485, -6.5749, 3.3611], [2.9162, -4.4100, 1.7001], [0.3434, -5.6214, 1.1493], [5.8228, 4.1371, -3.8298], [4.1478, 4.7247, -3.8566], [6.0206, 2.9820, -2.4954], [6.1917, 3.3341, -5.3634], [6.9242, 5.5022, -3.5953], [5.5545, -3.8406, -1.4987], [6.4469, -3.6808, -3.0200], [6.6482, -4.4102, -0.2274], [4.8838, -2.2599, -1.0370], [4.2328, -5.0007, -1.7044], [2.6022, -1.1564, 8.1700], [0.9199, -0.5881, 8.1425], [2.8128, -2.3105, 9.4961], [2.9877, -1.9521, 6.6290], [3.6869, 0.2242, 8.4091]], "e_above_lowest_ev": 0.000, "energy_ha": -14434.15439, "total_charge": 1, "orbital_gap_ev": 7.5}

***

No. 4
{"formula": "C22H23ClLuN2P", "method": "ωB97M-V with the def2-TZVPD basis set", "elements": ["Lu", "Cl", "P", "C", "C", "C", "C", "C", "C", "C", "C", "C", "C", "C", "C", "C", "C", "C", "C", "C", "C", "H", "H", "H", "H", "H", "H", "H", "H", "H", "H", "H", "H", "H", "H", "H", "H", "H", "C", "N", "C", "C", "N", "C", "H", "H", "H", "H", "H", "H"], "xyz": [[0.7273, -1.1385, 1.7813], [3.0478, -1.3936, 1.2114], [-0.2760, -0.7921, -0.9018], [-0.1728, 0.9588, -1.2307], [-1.3609, 1.7154, -1.1375], [-1.4143, 3.0442, -1.5766], [-0.2308, 3.6925, -1.9392], [0.9963, 3.0248, -1.8412], [1.0153, 1.6664, -1.5165], [0.2133, -1.9143, -2.2200], [0.5797, -3.2481, -1.9440], [1.1202, -3.9879, -2.9883], [1.2656, -3.4054, -4.2578], [0.9349, -2.0624, -4.4896], [0.4283, -1.2920, -3.4549], [-1.8220, -1.2567, -0.1525], [-2.0151, -1.7461, 1.1792], [-3.2178, -2.3672, 1.5235], [-4.2711, -2.4667, 0.6090], [-4.1307, -1.9400, -0.6869], [-2.9068, -1.3577, -1.0515], [0.4664, -3.6398, -0.9345], [1.4067, -5.0282, -2.8393], [1.6391, -4.0156, -5.0855], [1.0467, -1.6113, -5.4728], [0.1751, -0.2423, -3.5776], [-2.2481, 1.2639, -0.7177], [-2.3684, 3.5721, -1.6509], [-0.2520, 4.7158, -2.2956], [1.9149, 3.5754, -2.0550], [1.9489, 1.1257, -1.4310], [-1.2838, -1.6191, 2.0275], [-3.3662, -2.8042, 2.5192], [-5.1963, -2.9606, 0.8916], [-4.9612, -1.9813, -1.4039], [-2.7805, -1.0065, -2.0727], [-1.3018, 1.8244, 1.2726], [-1.6695, 1.2668, 1.5879], [3.7628, 2.7368, 4.4871], [2.6110, 2.0060, 3.9461], [1.2548, 2.3163, 4.0893], [0.4888, 1.4742, 3.3464], [1.3895, 0.6148, 2.7023], [2.6475, 0.9706, 3.1235], [4.2918, 3.1751, 3.6707], [3.4480, 3.4815, 5.1978], [4.4259, 2.0337, 4.9356], [0.9824, 3.1229, 4.7185], [-0.5844, 1.3820, 3.2287], [3.6019, 0.5175, 2.8761]], "energy_ha": -2998.18110, "total_charge": 2, "orbital_gap_ev": 6.9}